# 1
C5H8N2S2 | the ωB97M-V functional and the def2-TZVPD basis

Element x y z (Å)
C 0.8384 -0.4470 1.2741
C -0.1365 1.2788 -0.0587
C 1.1204 0.6566 0.3223
C -1.3735 -0.8058 0.5791
C 1.7363 0.0266 -0.9301
N -0.2098 -1.1492 1.2928
N -1.3339 0.7700 0.0808
S -2.7449 1.4320 -0.0650
S -1.6633 -1.7564 -0.9335
H 1.7463 -0.9387 1.6145
H -0.2137 2.2029 -0.5859
H 1.7567 1.4519 0.7780
H -2.1829 -0.9309 1.3235
H 0.9084 -0.5292 -1.4711
H 2.3889 -0.6796 -0.5188
H 2.1797 0.7553 -1.5211
H -2.8167 -1.3372 -1.1809

Summary:
* maximum force: 5.8 eV Å⁻¹
* SMILES: C[C@@H]1C=N[C@H](S)[N+]([S-])=C1
* DFT total energy: -29962.46920 eV
* HOMO-LUMO gap: 0.2955 Eh

Atom charges from the natural (NBO) analysis, given in e for atoms 1 to 5:
1 C 0.169
2 C 0.071
3 C -0.357
4 C -0.037
5 C -0.575

=====

# 2
C5H7N | the ωB97M-V functional and the def2-TZVPD basis

Element x y z (Å)
C 0.0292 1.8465 2.0066
C -0.2646 0.8692 1.3701
C -0.6551 -0.3340 0.6356
N 0.0758 -0.4744 -0.6450
C -0.4177 0.2296 -1.6596
C 1.1416 -1.2702 -0.6128
H 0.3008 2.7197 2.5587
H -0.4638 -1.2307 1.2293
H -1.7229 -0.3109 0.4017
H 0.1134 0.2260 -2.6009
H -1.2980 0.8311 -1.4947
H 1.4276 -1.7253 0.3221
H 1.7338 -1.3765 -1.5110

Summary:
* maximum force: 0.5 eV Å⁻¹
* DFT total energy: -6784.08765 eV
* HOMO-LUMO gap: 0.2836 Eh

Atom charges from the natural (NBO) analysis, given in e for atoms 1 to 5:
1 C -0.197
2 C -0.040
3 C -0.283
4 N -0.220
5 C -0.372

=====

# 3
C27H26FeN5O2Si | the ωB97M-V functional and the def2-TZVPD basis

Element x y z (Å)
Fe -0.5533 0.0613 0.1756
O -3.0712 -2.8845 1.8650
C -2.3087 -1.9695 1.5335
N -1.9293 -1.5176 0.3455
C -2.3634 -2.0437 -0.8778
C -3.0397 -3.2471 -1.0448
C -3.3940 -3.6765 -2.3225
C -3.0836 -2.9084 -3.4321
C -2.4135 -1.6970 -3.2824
C -2.0510 -1.2535 -2.0166
N -1.4186 -0.0465 -1.7296
C -1.5415 1.0544 -2.4566
O -1.8828 1.2386 -3.6276
C -1.3144 2.3148 -1.5911
C -1.3599 3.5717 -2.1834
C -1.3443 4.6889 -1.3715
C -1.3035 4.5263 0.0097
C -1.2341 3.2417 0.5159
N -1.2257 2.1624 -0.2596
C -1.6436 -1.1864 2.6729
C -1.8726 -1.5712 3.9895
C -1.2121 -0.8970 4.9986
C -0.3371 0.1326 4.6721
C -0.1700 0.4556 3.3368
N -0.8186 -0.1780 2.3647
H -3.2865 -3.8317 -0.1724
H -3.9162 -4.6193 -2.4372
H -3.3613 -3.2442 -4.4243
H -2.1719 -1.0801 -4.1348
H -1.4264 3.6251 -3.2600
H -1.3767 5.6808 -1.8055
H -1.3142 5.3731 0.6821
H -1.1685 3.0624 1.5835
H -2.5478 -2.3944 4.1679
H -1.3659 -1.1802 6.0327
H 0.2135 0.6720 5.4304
H 0.5202 1.2289 3.0216
C 3.9432 -1.7084 0.0626
Si 2.0589 -1.5915 0.0069
C 1.4365 -2.5591 1.5034
C 1.4673 -2.5341 -1.5067
N 1.4589 0.0178 0.0684
C 2.1693 1.1650 -0.1794
C 3.1269 1.2797 -1.2060
C 3.8061 2.4612 -1.4448
C 3.5635 3.6002 -0.6867
C 2.6134 3.5176 0.3248
C 1.9436 2.3341 0.5719
H 4.1997 -2.7478 0.2887
H 4.3759 -1.0770 0.8404
H 4.4211 -1.4507 -0.8807
H 2.0119 -3.4818 1.6162
H 0.3884 -2.8401 1.3980
H 1.5393 -1.9818 2.4249
H 1.6987 -3.5989 -1.4187
H 1.9472 -2.1561 -2.4134
H 0.3895 -2.4439 -1.6543
H 3.3052 0.4334 -1.8566
H 4.5238 2.4945 -2.2575
H 4.0883 4.5252 -0.8863
H 2.3909 4.3849 0.9373
H 1.2206 2.2935 1.3794

Summary:
* maximum force: 0.4 eV Å⁻¹
* DFT total energy: -82237.92259 eV
* total charge: -1
* HOMO-LUMO gap (spin up / spin down): 0.2488 / 0.2537 Eh
* 2S+1: 5

Atom charges from the natural (NBO) analysis, given in e for atoms 1 to 5:
1 Fe 1.476
2 O -0.688
3 C 0.608
4 N -0.772
5 C 0.200

=====

# 4
C2H3N3O2S | the ωB97M-V functional and the def2-TZVPD basis

Element x y z (Å)
C 0.4979 0.8895 -0.4844
C 0.2740 -0.8698 0.8326
H -0.0005 2.8611 -1.6411
H -2.4238 -1.8162 0.6181
H 2.1731 -0.0055 0.5233
N -0.6999 0.5619 -0.6209
N -0.9089 -0.5377 0.2340
N 1.0988 0.1518 0.5237
O -1.7598 -1.5764 -0.1129
O 0.5550 -1.9103 1.3353
S 1.1941 2.2518 -1.2077

Summary:
* maximum force: 4.9 eV Å⁻¹
* SMILES: O=c1[nH]c(S)nn1O
* DFT total energy: -21520.61068 eV
* HOMO-LUMO gap: 0.3443 Eh

Atom charges from the natural (NBO) analysis, given in e for atoms 1 to 5:
1 C 0.175
2 C 0.711
3 H 0.187
4 H 0.493
5 H 0.433